{
  "formula": "C17H14BrClInO2",
  "method": "wB97M-V/def2-TZVPD",
  "symbols": ["C", "C", "C", "H", "C", "C", "H", "H", "H", "H", "In", "Cl", "C", "C", "C", "H", "C", "C", "H", "H", "H", "H", "Br", "C", "C", "C", "C", "C", "C", "C", "O", "O", "H", "H", "H", "H"],
  "coordinates": [[-2.395, -1.532, -1.707], [-1.822, -1.697, -3.031], [-1.612, -0.429, -3.574], [-1.633, -2.657, -3.501], [-2.044, 0.554, -2.650], [-2.556, -0.093, -1.513], [-3.063, 0.367, -0.669], [-2.897, -2.314, -1.132], [-1.208, -0.220, -4.556], [-2.014, 1.627, -2.805], [-0.536, -1.486, -0.305], [0.454, -3.554, -0.178], [2.548, -0.420, -1.397], [2.187, 0.819, -2.013], [1.771, 0.541, -3.348], [2.203, 1.790, -1.520], [1.889, -0.867, -3.568], [2.380, -1.463, -2.369], [2.551, -2.525, -2.191], [2.930, -0.544, -0.379], [1.381, 1.270, -4.054], [1.587, -1.406, -4.463], [2.059, 2.192, 1.754], [0.875, 1.627, 3.091], [1.152, 2.011, 4.411], [0.375, 1.578, 5.487], [-0.691, 0.712, 5.225], [-0.983, 0.313, 3.925], [-0.273, 0.836, 2.830], [-0.610, 0.343, 1.474], [-1.516, -0.595, 1.401], [0.018, 0.674, 0.414], [1.979, 2.679, 4.602], [0.582, 1.936, 6.502], [-1.295, 0.356, 6.055], [-1.773, -0.423, 3.753]],
  "e_above_lowest_kj_mol": 0.0,
  "orbital_gap_ev": 5.1,
  "charge": -1
}